[1]
Density functional theory data (wB97M-V/def2-TZVPD) for a 10-piece molecular cluster, C30H64Cl18N4O4P overall in a non-equilibrium geometry.

calculated total energy: -280991.2159 eV
charge: +1
M: 1213.99 g mol⁻¹
LUMO: -2.53 eV

Positions of all 121 atoms, in Å:
Cl: -0.037 -7.157 -2.055
H: 9.412 -2.413 -1.530
H: -0.166 -1.146 -3.493
H: -4.017 9.231 2.754
Cl: 0.345 -2.667 3.925
N: -2.389 -2.094 0.464
H: -2.027 -9.021 -3.029
Cl: 10.999 4.250 1.380
C: -2.141 3.848 -4.969
C: -4.282 8.627 1.888
C: 8.802 -1.326 -3.292
H: -5.204 3.010 1.361
H: 2.634 -0.699 6.050
Cl: -3.014 7.382 1.714
H: 2.357 2.527 2.602
H: -3.798 -0.409 -0.950
C: 3.187 2.903 2.006
C: 4.393 0.561 -1.344
H: 8.412 -0.347 -3.558
H: -5.458 -7.078 1.594
Cl: -3.415 -7.400 -2.032
C: 4.481 -0.706 -2.149
Cl: 7.744 -0.915 -0.812
C: -3.255 4.526 -4.215
O: 0.254 0.917 2.202
H: 10.079 3.496 3.413
H: -5.645 -9.390 2.316
H: -4.639 -8.087 0.398
H: -2.153 4.028 -1.226
C: -1.034 -1.773 -3.725
C: -2.720 1.181 2.023
H: -2.979 5.558 -4.002
H: 5.494 -0.824 -2.528
C: -2.514 4.395 -0.271
C: -1.875 -3.950 -2.655
H: -1.587 -2.440 0.968
C: -1.000 -8.408 -1.230
H: -1.240 -8.040 -0.236
N: -2.108 -0.133 1.645
H: 3.569 2.089 1.399
H: -4.532 -8.575 3.421
H: 9.414 6.359 2.558
Cl: 2.515 4.138 0.907
H: -1.916 3.970 0.530
Cl: -3.437 -10.129 2.026
H: -5.341 1.080 -0.078
C: -4.595 0.717 0.615
Cl: 4.123 -2.149 -1.168
C: 9.129 -1.406 -1.824
H: 0.276 1.384 -0.290
H: -4.623 4.895 -0.005
Cl: -2.436 2.095 -5.159
H: 9.951 -0.732 -1.594
H: 3.920 4.357 3.426
H: 4.996 0.503 -0.442
H: 8.840 3.921 2.229
H: -2.866 1.814 0.013
Cl: -4.771 4.578 -5.149
H: -1.208 3.954 -4.418
H: -3.682 -3.631 0.007
N: -3.935 -0.469 0.053
H: 3.793 -0.696 -2.991
H: -3.450 -2.517 -1.332
H: 0.272 -1.730 1.826
H: -6.364 8.809 2.319
H: -4.252 9.257 1.003
H: -1.373 -0.737 -5.441
C: -2.247 -8.755 -1.999
Cl: 7.593 -2.544 -3.776
H: -1.974 1.893 2.358
O: 0.246 -1.256 0.972
H: 2.070 -2.365 6.222
O: -4.399 3.295 -1.241
H: -3.659 3.646 2.024
H: -0.430 -3.754 -4.212
C: 9.779 4.239 2.679
H: -0.860 -3.663 -0.757
C: -4.136 3.144 1.189
O: -0.535 0.866 -0.169
C: -2.949 -3.026 -0.521
Cl: -6.238 7.188 0.629
H: -2.744 -9.597 -1.519
H: 0.169 -3.184 -2.638
N: -1.355 -1.710 -5.154
H: 2.465 -1.648 3.824
H: -2.399 5.473 -0.249
C: -3.526 1.771 0.875
H: -2.076 -4.938 -0.794
H: -2.008 4.274 -5.960
H: -1.871 -1.382 -3.145
H: 8.762 5.571 3.999
C: -3.986 4.018 -0.073
H: 9.700 -1.512 -3.879
H: -2.779 -3.480 -3.040
C: -5.647 8.022 2.091
Cl: 5.728 3.893 1.982
C: -2.820 -0.891 0.703
Cl: -3.130 -6.778 1.647
H: 4.550 2.721 3.639
C: -4.615 -7.746 1.430
C: 1.810 -1.380 5.843
H: 1.175 -0.451 3.998
H: -3.394 1.005 2.859
C: -4.676 -8.901 2.394
Cl: 0.398 -0.794 6.754
H: -3.460 4.023 -3.274
C: -1.851 -3.925 -1.119
H: -0.587 -2.130 -5.667
Cl: 11.034 6.092 4.247
C: 9.603 5.596 3.308
H: -5.306 2.992 -1.127
Cl: 2.713 0.929 -0.850
H: 4.739 1.405 -1.938
C: 1.549 -1.407 4.360
H: -1.896 -4.976 -3.003
H: -5.646 7.305 2.907
P: -0.478 0.125 1.220
C: -0.688 -3.210 -3.306
H: -5.060 0.471 1.563
C: 4.258 3.467 2.901
H: -0.371 -9.291 -1.130

Results of the Löwdin charge analysis, in e, for atoms 1 through 6:
1 Cl 0.572
2 H 0.072
3 H 0.099
4 H 0.076
5 Cl 0.598
6 N 0.139



[2]
Density functional theory data (wB97M-V/def2-TZVPD) for a 12-piece molecular cluster, C30H64O22S4 overall in a non-equilibrium geometry.

energy relative to the best compared isomer or geometry (same formula, charge and spin): 0.0 kJ/mol
calculated total energy: -120529.7298 eV
SMILES: O=S1(=O)CCCC1.O=S1(=O)CCCC1.O=S1(=O)CCCC1.O=S1(=O)CCCC1.O=C1OCCO1.O=C1OCCO1.O=C1OCCO1.CO.CO.CO.CO.CO
charge: 0
M: 905.09 g mol⁻¹
LUMO: 0.18 eV

Positions of all 120 atoms, in Å:
H: 0.762 -2.591 0.655
H: 0.335 3.542 -1.711
H: -5.924 -2.910 1.583
C: -1.113 -1.542 -2.057
H: -0.343 -0.771 4.845
H: 1.639 -1.466 -2.620
O: 5.502 0.164 2.323
H: -0.440 -4.786 1.081
C: 2.759 -5.847 -3.707
O: -3.994 5.241 0.490
H: -0.349 -1.882 -1.364
C: 1.995 -0.806 -3.479
H: 0.165 4.241 1.001
C: -4.942 1.709 1.876
H: 4.062 -5.794 -1.839
H: 1.343 -4.293 -4.268
H: -1.929 -2.410 -3.518
H: -1.306 4.060 -1.182
O: 3.600 -3.245 -5.235
H: -4.266 -1.388 2.331
O: 2.061 -1.793 -4.510
H: -5.681 3.862 2.210
C: -3.190 -1.296 4.661
C: 2.312 4.864 1.095
H: 3.587 0.415 3.150
H: -1.346 -1.845 6.817
H: 3.362 3.532 4.123
C: 3.474 -0.411 -3.338
H: -5.624 1.365 2.665
H: 4.777 3.653 -3.619
H: -0.398 -2.353 3.979
O: 4.414 4.068 -2.851
O: -1.350 -3.292 2.171
C: 3.344 -5.241 -2.447
H: 3.945 -0.355 -2.352
H: -2.864 4.027 2.713
C: 4.513 -0.124 3.294
H: 2.537 5.133 3.832
O: 1.509 1.922 3.206
H: -5.066 1.040 1.054
H: 3.054 3.596 -1.369
O: -3.010 -1.984 5.784
C: 1.308 -5.373 -3.947
O: 0.107 0.187 0.226
C: -5.425 3.138 1.425
H: 0.346 -6.567 -2.399
C: -4.861 -3.164 1.690
H: -2.192 -2.769 2.055
H: -0.771 -0.710 -2.688
S: -4.052 3.821 0.631
C: 1.445 0.066 0.053
H: -0.304 -4.754 -2.511
C: 0.555 -5.509 -2.631
O: -2.077 -1.113 3.949
O: 1.689 -3.464 -1.252
O: 2.147 0.804 -0.574
H: -1.883 -1.019 -1.468
O: 4.181 -1.547 -3.897
H: -4.617 -3.861 0.909
H: -0.275 -0.228 2.254
H: 4.995 0.390 1.527
H: -2.438 1.184 -3.743
O: -4.074 -1.953 1.578
C: 0.908 -1.737 1.271
H: -4.777 -3.650 2.650
C: 3.457 4.352 2.007
H: 2.848 -6.953 -3.653
C: -0.976 4.399 -3.272
C: -2.321 2.130 -3.265
H: 2.550 4.987 0.017
C: -0.727 3.553 -1.960
H: 3.663 0.478 -3.931
H: -6.300 3.076 0.780
O: 1.958 -0.997 0.627
C: 1.123 3.857 1.234
H: 1.189 -2.089 2.293
O: 1.764 -5.800 -0.242
C: 3.280 -2.257 -4.602
H: -1.665 5.278 -3.054
H: 1.361 -0.017 -3.801
H: 3.618 2.259 -2.253
C: -0.232 -0.748 1.292
H: -2.044 -5.202 1.753
C: 3.356 3.289 -2.383
C: -2.956 3.201 1.955
H: -2.095 -4.173 0.468
H: -1.726 -3.382 5.948
C: -1.256 2.083 -2.203
H: 3.322 -5.606 -4.621
H: 2.478 3.331 -3.045
O: -2.663 3.843 -5.352
H: -0.403 1.437 -2.431
H: -1.817 1.699 -1.333
H: 4.293 5.071 2.044
O: 0.226 3.991 3.830
S: 1.275 3.329 3.072
H: 4.942 0.217 4.266
H: 0.798 -5.966 -4.717
C: -1.585 -2.345 5.927
H: -1.230 -1.162 1.142
H: 1.939 5.855 1.495
O: -3.824 3.091 -0.594
S: -1.607 3.272 -4.500
O: -1.546 -2.687 -2.713
H: -2.840 1.030 2.015
H: -1.959 3.130 1.493
H: -3.388 1.754 3.518
H: 3.759 3.361 1.716
H: -3.236 2.560 -2.863
C: -0.913 -1.661 4.651
S: 1.794 -4.909 -1.423
H: 4.310 -1.158 3.341
H: 3.795 -4.252 -2.605
C: -3.515 1.864 2.409
H: 1.257 2.937 0.686
C: -1.469 -4.420 1.323
H: -0.066 4.904 -3.624
C: 2.821 4.160 3.418
O: -0.450 2.614 -5.105
O: -4.226 -0.790 4.242

Results of the Löwdin charge analysis, in e, for atoms 1 through 6:
1 H 0.077
2 H 0.083
3 H 0.085
4 C -0.167
5 H 0.124
6 H 0.126



[3]
Density functional theory data (wB97M-V/def2-TZVPD) for a 14-piece molecular cluster, C30H65Cl26NO2P overall.

calculated total energy: -372625.2642 eV
charge: -1
M: 1424.61 g mol⁻¹
LUMO: 1.23 eV

Positions of all 125 atoms, in Å:
H: 3.059 -0.485 -2.400
H: -4.633 -0.847 -0.062
H: 5.718 -0.027 6.735
H: -0.207 1.744 -1.704
H: -3.086 7.267 -6.499
C: -0.453 6.307 4.206
H: -0.997 8.660 -8.253
P: 4.318 -0.179 6.443
H: -6.912 -2.314 1.658
H: -0.877 -7.872 -0.523
H: 0.188 0.204 -6.094
H: -1.247 -2.922 -11.592
H: 0.221 5.562 4.626
C: 4.534 2.817 2.997
C: 0.527 2.544 -1.661
C: -1.300 7.930 -7.507
H: 1.409 -1.183 8.395
H: -0.347 3.781 -5.049
Cl: 1.777 -4.186 2.625
C: -1.331 -6.919 -0.267
Cl: 1.440 2.508 -3.205
H: 1.836 -3.099 0.543
H: 1.454 -0.029 -8.271
Cl: -7.551 -0.032 -0.011
H: -0.698 8.069 -6.611
C: 2.758 0.504 8.682
C: -1.508 -2.347 6.568
H: -4.285 -0.757 -2.553
H: -2.686 -1.490 -2.334
Cl: -0.020 -3.856 -9.149
H: 0.703 0.105 9.358
H: -0.741 -4.979 0.472
C: 3.882 -3.441 1.060
C: -2.019 -2.751 7.929
H: -2.243 5.118 4.337
Cl: -2.756 0.736 -1.576
H: -9.181 -1.702 -0.305
H: 3.973 -1.132 8.566
Cl: 1.119 -5.792 -0.715
H: 5.193 2.090 3.469
C: -0.319 -5.970 0.320
H: -2.129 -7.086 0.455
H: -1.471 4.808 -5.960
Cl: 4.579 2.522 1.241
Cl: -0.912 6.311 -8.149
H: -0.101 7.299 4.480
Cl: -6.790 -3.311 -0.470
C: 0.090 -0.656 -6.748
Cl: 5.002 -3.226 2.430
Cl: 2.435 -2.717 -2.123
H: 2.985 -1.721 4.324
H: 2.266 3.090 -0.500
C: -1.395 3.976 -5.264
O: 2.644 -0.508 5.991
H: 2.402 1.214 7.932
H: -2.670 -3.619 7.827
H: 3.936 -4.480 0.742
C: 4.384 -1.601 -3.691
H: 3.135 2.694 4.610
C: 3.037 -1.332 -3.075
H: 2.317 -1.141 -3.868
H: -2.579 -1.942 8.392
C: -2.759 8.068 -7.157
C: 1.637 -0.424 9.138
C: 2.575 -1.756 5.343
H: 1.283 -1.785 -8.142
H: 0.028 -6.349 1.279
H: -2.744 -2.188 -10.991
Cl: -0.867 -0.864 -10.513
C: -7.656 -2.603 0.920
H: 1.929 -0.922 10.069
H: 4.634 -0.153 5.012
H: -4.464 -2.441 -0.802
Cl: -2.986 7.352 4.224
H: -0.766 -0.506 -7.404
H: -2.290 -4.157 -9.645
H: 4.098 1.245 6.454
H: -1.846 6.036 5.798
H: -2.017 -2.731 -8.634
C: 2.470 -3.062 1.424
H: -9.113 -1.113 1.365
H: -2.359 -2.217 5.899
Cl: 5.677 -1.749 -2.469
H: 2.729 1.668 3.233
Cl: -0.271 -2.070 -5.717
H: 1.520 -2.046 5.360
H: 3.042 1.104 9.563
Cl: -2.165 4.499 -3.740
H: -1.638 2.547 -6.828
H: 4.913 3.819 3.183
N: 3.946 -0.186 8.208
Cl: -0.337 6.158 2.436
H: -3.138 2.903 -5.956
C: -1.664 -3.277 -9.507
Cl: -2.099 -6.275 -1.747
Cl: -2.613 -1.893 0.537
C: 3.135 2.632 3.526
C: 1.332 -0.860 -7.579
C: -1.851 6.060 4.710
H: 3.638 -3.640 5.803
H: -0.850 -3.109 6.154
C: -2.066 2.759 -5.848
Cl: -0.614 -0.810 6.574
H: 0.009 3.500 -1.618
Cl: 2.790 -0.919 -6.551
C: -3.948 -1.510 -0.585
H: 4.377 -2.518 -4.277
H: 2.425 -2.064 1.855
Cl: 2.143 0.737 -0.466
O: 4.601 -1.944 6.462
Cl: -3.802 8.043 -8.603
H: -2.923 9.022 -6.660
H: -8.281 -3.389 1.340
H: 0.896 2.508 0.452
Cl: -1.808 1.326 -4.822
C: -8.517 -1.435 0.514
C: -3.454 -0.881 -1.861
C: 3.420 -2.656 6.231
Cl: 2.020 3.899 2.919
H: 2.856 -2.755 7.178
H: 4.230 -2.805 0.250
C: -1.710 -2.421 -10.746
H: 4.652 -0.770 -4.342
C: 1.446 2.378 -0.478
Cl: -0.717 -3.221 9.050

Results of the Löwdin charge analysis, in e, for atoms 1 through 6:
1 H -0.021
2 H 0.033
3 H -0.028
4 H 0.009
5 H 0.064
6 C -0.669



[4]
Density functional theory data (wB97M-V/def2-TZVPD) for a 8-piece molecular cluster, C30H65F3N4O16 overall in a non-equilibrium geometry.

energy relative to the best compared isomer or geometry (same formula, charge and spin): 20.6 kJ/mol
calculated total energy: -79005.2302 eV
charge: +3
M: 794.86 g mol⁻¹
LUMO (spin up / spin down): -6.52 / -10.34 eV
multiplicity: 2

Positions of all 118 atoms, in Å:
H: -3.037 2.750 -3.587
H: -6.878 0.974 0.194
H: 4.138 -0.474 1.973
O: 1.769 -1.855 4.859
H: -2.320 0.548 -1.480
H: 3.894 -2.424 -1.770
O: -1.916 -5.323 -0.432
C: -0.094 0.778 0.024
H: 2.635 2.624 2.387
F: -2.037 3.955 1.050
H: 3.407 0.808 0.314
O: -2.906 -3.328 -0.780
H: 2.318 3.092 0.295
H: 0.412 2.712 -4.130
O: 1.099 5.047 1.170
H: 3.887 3.779 -0.199
H: -4.151 -0.547 0.040
H: 5.479 0.068 2.901
O: 2.912 2.523 -1.532
H: -1.967 0.907 -6.546
H: 0.935 -2.608 -1.581
C: -0.057 2.581 -5.105
H: -1.049 -2.600 -0.095
F: -2.224 -4.968 1.801
H: -0.438 -4.676 0.767
O: 1.016 0.144 5.151
H: 1.407 -5.107 -1.751
C: 5.048 0.121 1.901
C: -2.963 0.789 2.719
C: 4.023 -5.205 -2.454
H: 2.667 -3.205 -2.824
C: 0.451 -2.006 4.251
H: -3.422 1.748 0.812
O: -1.246 0.342 -0.154
N: 4.513 1.572 1.726
C: -3.940 1.589 1.757
H: 2.011 2.247 -1.351
C: 3.044 -3.106 -1.806
F: -1.124 -0.429 4.823
C: -2.652 -0.005 -3.281
H: 1.124 -1.684 0.684
H: 0.108 -0.100 3.290
C: -1.336 0.646 -3.844
N: 3.395 -4.540 -1.189
C: 0.101 -0.539 4.287
O: -2.352 -0.304 2.117
H: -0.739 3.496 -0.385
C: -6.005 1.620 0.289
H: 0.606 3.067 1.334
H: 4.092 -3.880 0.800
C: -2.904 -4.620 -1.165
H: -2.321 2.559 -6.649
H: 5.654 2.681 2.980
H: 5.054 -4.899 -2.635
C: 4.429 -4.458 -0.061
N: -1.452 1.944 -4.755
H: -0.039 3.508 -5.678
H: 3.298 -5.246 -3.267
O: -3.658 -5.126 -1.941
C: 0.141 4.038 1.503
H: -3.339 1.381 -5.592
H: 5.318 -3.952 -0.438
C: 5.528 2.770 1.901
C: -4.938 -0.679 0.783
H: -1.500 3.590 -3.180
C: -2.111 3.170 -3.980
H: -5.628 -0.230 3.299
H: -6.946 0.280 2.405
C: -5.957 0.623 2.706
H: 4.492 -5.520 0.174
O: 0.711 7.239 0.336
H: -3.477 0.116 -3.984
H: -4.266 2.510 2.239
H: -5.745 -1.278 0.360
H: -6.148 2.671 0.543
H: 2.291 -6.306 -0.827
H: 5.690 -0.261 1.107
H: 0.368 1.801 -5.736
H: -3.416 0.395 3.629
H: 0.542 -2.319 3.211
O: 2.949 -0.499 6.126
O: 0.430 0.386 1.053
H: -2.350 -1.033 -3.081
H: 3.567 1.671 3.561
O: 0.454 1.518 -0.786
N: -5.228 0.788 1.383
H: -5.181 1.475 -0.409
H: -0.216 -2.556 4.914
H: -6.142 1.541 3.264
C: -1.516 -4.539 0.682
H: 2.400 1.005 2.451
C: 0.424 6.084 0.546
H: -2.100 1.354 3.072
H: -1.709 0.004 1.473
H: -0.538 0.898 -3.145
C: 2.022 -0.672 5.367
H: 5.188 3.702 1.450
H: -0.752 -0.040 -4.457
O: -0.679 5.593 0.112
O: -3.036 0.676 -2.106
H: 4.062 -6.270 -2.223
C: 1.873 -2.372 -1.079
H: -4.467 -1.248 1.584
H: 2.085 -1.308 -1.185
H: 1.562 -4.877 -0.021
H: 6.429 2.451 1.376
O: 1.733 -2.340 0.337
H: -2.442 3.833 -4.780
H: -2.345 -2.748 1.212
C: -0.881 4.251 0.388
C: 3.223 1.716 2.528
C: 2.084 -5.239 -0.907
C: -1.935 -3.117 0.272
H: -0.306 4.124 2.493
H: 5.012 1.550 -0.328
C: -2.368 1.725 -5.948
C: 4.121 1.631 0.294
C: 3.263 2.885 -0.208

Results of the Löwdin charge analysis, in e, for atoms 1 through 6:
1 H 0.088
2 H 0.109
3 H 0.090
4 O 0.079
5 H 0.013
6 H 0.132